[1]
{
  "formula": "C9H19N3O",
  "method": "ωB97M-V with the def2-TZVPD basis set",
  "species": ["C", "C", "C", "N", "N", "N", "C", "C", "C", "H", "H", "H", "H", "H", "H", "H", "H", "H", "H", "H", "H", "H", "C", "C", "C", "O", "H", "H", "H", "H", "H", "H"],
  "positions_angstrom": [[0.273, -3.616, 0.243], [1.008, -2.235, 0.205], [0.078, -1.072, 0.339], [-0.168, -0.414, 1.409], [-1.185, 0.385, 1.308], [-1.612, 0.445, -0.064], [-2.990, 0.624, -0.446], [-3.495, 1.916, -0.032], [-0.846, -0.569, -0.795], [-0.654, -3.466, -0.303], [0.080, -3.965, 1.192], [0.802, -4.386, -0.257], [1.535, -2.059, -0.723], [1.793, -2.090, 1.000], [-1.306, 1.276, 1.688], [-3.626, -0.171, 0.120], [-3.105, 0.500, -1.511], [-3.182, 2.118, 1.029], [-2.843, 2.713, -0.468], [-4.486, 1.975, -0.308], [-0.389, -0.205, -1.680], [-1.575, -1.359, -1.067], [1.877, 2.335, 0.577], [2.631, 1.295, 0.135], [3.116, 0.890, -1.187], [3.109, 0.382, 1.070], [1.466, 3.198, -0.075], [1.440, 2.344, 1.504], [4.086, 1.455, -1.405], [3.008, -0.177, -1.485], [2.467, 1.312, -1.929], [2.690, 0.624, 1.916]],
  "atomic_forces_ev_per_a": [[0.348, 2.248, -2.007], [0.627, 0.375, 1.418], [-0.979, 0.763, -0.768], [2.202, -1.179, 1.193], [-3.453, -0.754, -1.969], [1.549, 0.608, -2.171], [-0.095, -3.068, 2.186], [3.505, 2.542, 1.464], [-1.497, -1.042, 2.250], [-0.295, -0.270, 0.065], [-0.557, -0.401, 2.283], [0.777, -0.620, -0.624], [0.161, -0.409, -0.499], [-0.773, -0.506, -0.628], [1.169, 1.203, 1.272], [0.613, 0.680, -1.112], [0.216, -0.310, -0.298], [-1.437, -0.456, -0.462], [-0.867, -0.374, -0.494], [-2.289, 0.809, 0.036], [0.766, 0.368, -0.802], [0.364, -0.167, -0.313], [0.321, 0.673, -4.355], [-0.630, 0.033, 2.286], [0.554, 1.459, -1.936], [-0.753, 0.458, 0.193], [0.940, -1.874, 0.718], [-0.415, -0.086, 2.476], [-0.774, -1.597, 0.271], [0.935, 0.519, 1.028], [-0.572, 0.702, -0.407], [0.340, -0.324, -0.294]],
  "nbo_charge": [-0.592, -0.441, 0.188, -0.224, -0.283, -0.325, -0.208, -0.606, -0.275, 0.199, 0.211, 0.208, 0.205, 0.237, 0.376, 0.151, 0.205, 0.195, 0.206, 0.216, 0.193, 0.164, -0.555, 0.343, -0.688, -0.691, 0.210, 0.192, 0.241, 0.242, 0.225, 0.480],
  "homo_ev": -7.121,
  "gap_ev": 7.981
}


[2]
{
  "formula": "C9H10NOP",
  "method": "ωB97M-V with the def2-TZVPD basis set",
  "species": ["C", "C", "C", "C", "C", "C", "C", "C", "C", "N", "O", "P", "H", "H", "H", "H", "H", "H", "H", "H", "H", "H"],
  "positions_angstrom": [[0.011, -2.965, -0.454], [-0.479, -2.521, -1.691], [0.424, -2.077, 0.515], [-0.569, -1.184, -1.938], [0.370, -0.691, 0.190], [-0.239, -0.179, -0.959], [1.345, 0.291, 0.893], [-0.471, 2.026, 1.678], [0.850, 1.652, 1.111], [-0.404, 1.085, -1.234], [-1.480, 2.447, 0.655], [-1.507, 2.263, -0.934], [0.093, -3.991, -0.036], [-0.764, -3.232, -2.562], [0.704, -2.502, 1.515], [-0.992, -0.969, -2.922], [1.643, -0.162, 1.814], [2.223, 0.436, 0.197], [-1.071, 1.350, 2.298], [-0.618, 3.004, 2.288], [1.553, 2.567, 1.036], [-0.621, 3.352, -1.461]],
  "atomic_forces_ev_per_a": [[-0.026, -1.289, 1.521], [0.019, -1.693, -1.095], [-0.427, 0.948, -0.430], [-0.576, 0.210, -0.384], [1.634, 0.490, 1.648], [-0.225, -3.359, -0.695], [-0.408, -0.046, -1.505], [-1.657, 2.188, 0.703], [-0.205, 2.597, 0.572], [-0.299, 2.665, -0.717], [-0.828, 0.106, -0.006], [2.040, -0.064, -0.191], [-0.391, 0.339, -1.372], [0.507, 1.103, 1.875], [0.127, 0.936, -1.122], [0.211, 0.735, 0.412], [0.570, -0.348, 0.737], [-0.604, -0.620, 0.877], [0.738, -0.782, -0.417], [1.654, -1.507, -0.705], [-1.053, -1.842, -0.209], [-0.800, -0.767, 0.503]],
  "nbo_charge": [-0.235, -0.218, -0.206, -0.203, -0.027, 0.116, -0.508, -0.176, -0.056, -0.770, -0.854, 1.224, 0.217, 0.223, 0.222, 0.220, 0.238, 0.241, 0.207, 0.219, 0.207, -0.083],
  "homo_ev": [-8.067, -7.830],
  "gap_ev": [6.745, 7.466]
}


[3]
{
  "formula": "C2H12O3S",
  "method": "ωB97M-V with the def2-TZVPD basis set",
  "species": ["C", "C", "S", "H", "H", "H", "H", "H", "H", "O", "H", "H", "O", "H", "H", "O", "H", "H"],
  "positions_angstrom": [[-0.514, 2.239, 0.443], [0.055, 1.380, 1.564], [1.875, 1.342, 1.508], [-1.589, 2.255, 0.260], [-0.007, 2.130, -0.525], [-0.272, 3.303, 0.561], [-0.232, 1.834, 2.512], [-0.306, 0.370, 1.390], [1.971, 0.294, 0.677], [-1.971, -2.916, -1.827], [-2.238, -2.261, -1.178], [-1.611, -2.437, -2.585], [-0.998, -0.218, -3.583], [-1.333, -0.242, -2.681], [-0.540, 0.627, -3.718], [0.154, -2.417, 1.152], [0.668, -1.784, 1.668], [0.747, -2.655, 0.424]],
  "atomic_forces_ev_per_a": [[0.584, 1.747, -1.041], [-0.291, 0.414, -1.149], [0.027, -0.123, 0.205], [-0.082, -0.600, 0.351], [-0.160, -0.885, 0.102], [-0.031, -0.043, 0.678], [-0.027, -0.561, 0.144], [-0.084, -0.087, 0.720], [0.017, 0.093, -0.057], [0.103, -0.046, -0.175], [0.054, 0.032, 0.016], [-0.089, -0.038, 0.120], [0.121, 0.028, -0.176], [0.160, 0.419, -0.069], [-0.294, -0.406, 0.314], [0.318, 0.215, -0.236], [-0.040, -0.106, 0.088], [-0.285, -0.052, 0.164]],
  "nbo_charge": [-0.636, -0.523, -0.041, 0.215, 0.208, 0.213, 0.226, 0.223, 0.112, -0.941, 0.467, 0.475, -0.949, 0.468, 0.481, -0.937, 0.466, 0.473],
  "homo_ev": -9.477,
  "gap_ev": 9.676
}


[4]
{
  "formula": "C5H11IN",
  "method": "ωB97M-V with the def2-TZVPD basis set",
  "species": ["C", "C", "I", "C", "C", "C", "N", "H", "H", "H", "H", "H", "H", "H", "H", "H", "H", "H"],
  "positions_angstrom": [[0.528, 1.934, 0.123], [0.641, 0.420, 0.024], [3.162, -0.156, 0.128], [-0.008, -0.084, -1.277], [-1.099, -1.114, -0.713], [-0.577, -1.535, 0.633], [-0.013, -0.264, 1.214], [1.103, 2.491, -0.746], [0.880, 2.265, 1.011], [-0.582, 2.321, 0.205], [0.775, -0.608, -1.893], [-0.371, 0.855, -1.843], [-2.051, -0.462, -0.423], [-1.226, -1.962, -1.447], [-1.304, -1.903, 1.179], [0.181, -2.167, 0.414], [-0.751, 0.283, 1.482], [0.710, -0.314, 1.929]],
  "atomic_forces_ev_per_a": [[-1.263, 0.611, -2.828], [1.464, 1.348, -1.151], [-2.763, 0.500, 0.051], [0.361, -0.506, 0.249], [-1.238, 2.711, -0.927], [1.705, 2.918, -2.650], [2.786, -1.792, -2.445], [-1.378, -1.315, 1.762], [1.723, 1.166, 2.796], [1.674, -1.061, -0.826], [-1.017, 0.493, 0.452], [0.246, -1.884, 0.780], [1.387, -1.643, -1.453], [-0.466, 1.024, 1.116], [-3.201, -1.945, 3.120], [2.646, -2.206, 0.263], [-2.424, 2.033, 1.306], [-0.244, -0.451, 0.385]],
  "nbo_charge": [-0.719, 0.241, 0.068, -0.516, -0.407, -0.211, -0.564, 0.284, 0.225, 0.236, 0.266, 0.263, 0.211, 0.279, 0.228, 0.228, 0.419, 0.466],
  "homo_ev": -13.507,
  "gap_ev": 8.226,
  "charge": 1
}


[5]
{
  "formula": "C4H7NO",
  "method": "ωB97M-V with the def2-TZVPD basis set",
  "species": ["C", "C", "C", "N", "C", "O", "H", "H", "H", "H", "H", "H", "H"],
  "positions_angstrom": [[-1.740, 0.200, 0.531], [-0.263, 0.338, 0.736], [0.652, -0.200, -0.149], [0.380, -0.889, -1.307], [1.926, 0.463, 0.000], [2.878, 0.490, -0.736], [-2.030, 0.560, -0.456], [-2.288, 0.760, 1.286], [-2.052, -0.846, 0.607], [0.034, 0.597, 1.744], [-0.305, -1.626, -1.252], [1.194, -1.070, -1.877], [1.614, 1.221, 0.874]],
  "atomic_forces_ev_per_a": [[0.123, -0.174, 0.118], [-0.444, -1.912, -1.011], [-1.469, 0.719, 0.260], [-0.121, 0.015, 0.291], [-0.436, 2.098, 1.793], [-0.155, -0.274, 0.174], [0.001, -0.026, -0.074], [-0.054, 0.010, -0.033], [-0.134, -0.036, -0.018], [0.443, 0.582, -0.309], [0.094, 0.015, -0.153], [-0.106, -0.101, 0.030], [2.259, -0.916, -1.068]],
  "nbo_charge": [-0.665, -0.184, 0.037, -0.804, 0.394, -0.544, 0.227, 0.222, 0.215, 0.216, 0.387, 0.402, 0.097],
  "homo_ev": -8.634,
  "gap_ev": 9.217
}


[6]
{
  "formula": "C7H10N2O2S",
  "method": "ωB97M-V with the def2-TZVPD basis set",
  "species": ["N", "S", "O", "O", "N", "C", "C", "C", "C", "C", "C", "C", "H", "H", "H", "H", "H", "H", "H", "H", "H", "H"],
  "positions_angstrom": [[-3.385, 1.256, -0.179], [-3.056, -0.405, -0.052], [-3.732, -1.097, -1.107], [-3.420, -0.736, 1.360], [-1.489, -0.552, -0.407], [-0.623, 0.319, 0.443], [0.820, 0.019, 0.363], [1.306, -1.332, 0.323], [2.681, -1.537, 0.010], [3.585, -0.445, -0.265], [3.086, 0.817, -0.241], [1.732, 1.043, 0.135], [-3.963, 1.484, -0.993], [-3.650, 1.679, 0.707], [-1.406, -0.494, -1.395], [-1.001, 0.184, 1.465], [-0.835, 1.404, 0.223], [0.724, -2.195, 0.569], [3.039, -2.559, 0.009], [4.634, -0.595, -0.448], [3.670, 1.678, -0.480], [1.284, 2.064, -0.041]],
  "atomic_forces_ev_per_a": [[0.271, -0.750, -0.316], [-3.132, -0.004, 2.812], [0.084, 0.296, -0.199], [1.895, 0.808, -3.200], [0.673, 0.333, 2.184], [-1.389, 1.007, 0.293], [1.529, -1.477, -0.829], [2.347, 1.603, -0.288], [-0.617, 1.140, 0.347], [-1.278, -1.789, 0.506], [-1.799, 0.665, 0.970], [-0.460, 0.799, -1.519], [0.213, -0.157, 0.625], [-0.179, -0.269, -0.407], [0.449, 0.125, -0.945], [0.093, -0.190, -0.120], [0.377, -0.965, -0.013], [-0.561, -0.166, -0.091], [0.142, 0.041, -0.047], [0.123, -0.335, -0.228], [0.471, 0.323, -0.095], [0.750, -1.038, 0.560]],
  "nbo_charge": [-1.111, 2.391, -0.942, -0.926, -0.842, -0.263, -0.060, -0.195, -0.194, -0.217, -0.206, -0.198, 0.412, 0.414, 0.412, 0.236, 0.208, 0.226, 0.213, 0.219, 0.215, 0.208],
  "homo_ev": -9.491,
  "gap_ev": 10.068
}